[1]
Density functional theory data (wB97M-V/def2-TZVPD) for a cluster of 13 separate species, C46H98O23S3 in total at a distorted geometry.

XYZ file:
```
170
Properties=species:S:1:pos:R:3
O 2.1320 2.3297 4.7964
C 1.6191 3.3275 4.2801
O 2.1329 4.5414 4.3696
C 3.4122 4.8024 4.9479
C 3.3811 4.9692 6.5101
C 0.3285 3.2260 3.4882
H 3.7044 5.7552 4.5065
H 4.1982 4.1523 4.5636
H 2.5491 5.6151 6.7906
H 4.3563 5.2741 6.8896
H 3.1741 3.9851 6.9307
H 0.4383 3.0168 2.4241
H -0.1449 4.2037 3.5786
H -0.3167 2.5043 3.9891
O 2.3650 7.5237 1.2628
C 1.6658 6.4740 0.9822
O 2.0050 5.2497 0.8619
C 3.3327 4.8327 0.7306
C 3.4152 3.7752 -0.4261
C 0.1798 6.6104 0.7995
H 3.6480 4.4580 1.7044
H 3.9763 5.6797 0.4930
H 4.4594 3.4728 -0.5046
H 3.0247 4.2730 -1.3137
H 2.7198 3.0055 -0.0914
H -0.0686 6.1042 -0.1333
H 0.0065 7.6756 0.6468
H -0.3442 6.1389 1.6309
O -3.1647 -1.6496 2.5412
C -4.2661 -1.2566 2.8708
O -4.6672 0.0205 2.8225
C -3.8983 1.0965 2.2837
C -2.8022 1.5472 3.2901
C -5.3219 -2.1099 3.5663
H -4.5100 1.9710 2.0620
H -3.4640 0.9126 1.3010
H -1.9054 0.9276 3.2898
H -3.1577 1.6734 4.3127
H -2.4862 2.5733 3.1019
H -5.1426 -2.0895 4.6413
H -5.2160 -3.1232 3.1789
H -6.2897 -1.6504 3.3654
O 1.8432 1.7796 -2.8105
C 2.5431 1.4623 -3.7379
O 3.4185 0.4072 -3.8186
C 3.6759 -0.3447 -2.6505
C 5.1061 -0.1264 -2.2434
C 2.6294 2.3756 -4.9977
H 3.4689 -1.3818 -2.9141
H 2.9775 -0.1196 -1.8444
H 5.4226 -0.9251 -1.5725
H 5.1927 0.8276 -1.7233
H 5.7532 -0.1060 -3.1203
H 1.8134 3.0925 -4.9063
H 2.5803 1.8663 -5.9602
H 3.5067 3.0061 -4.8531
O -1.2874 -0.5088 -5.4274
C -0.6651 0.5022 -5.5824
O 0.3242 0.7449 -6.4640
C 0.8626 -0.2718 -7.3356
C 1.9180 -1.1544 -6.7301
C -1.1882 1.7893 -4.9064
H 1.2428 0.2956 -8.1850
H 0.0900 -0.9030 -7.7746
H 1.4810 -1.8990 -6.0646
H 2.7554 -0.6445 -6.2539
H 2.4320 -1.7622 -7.4747
H -1.2238 1.7201 -3.8191
H -2.1304 2.1042 -5.3549
H -0.5351 2.6288 -5.1447
O 3.0272 -1.4078 6.6890
C 1.9677 -2.0706 6.5324
O 1.1554 -2.0742 5.4433
C 1.5113 -1.3715 4.2905
C 0.6991 -2.0027 3.1597
C 1.5058 -3.0786 7.5504
H 2.5874 -1.4758 4.1515
H 1.1962 -0.3371 4.4276
H -0.3225 -1.8260 3.4963
H 0.8373 -3.0806 3.0757
H 0.8598 -1.5655 2.1742
H 1.7364 -4.1407 7.4674
H 0.4263 -2.9524 7.6325
H 2.0142 -2.6010 8.3880
O -1.2608 3.7663 0.4286
C -1.5996 4.0751 -0.7140
O -2.7467 4.7125 -1.0030
C -3.6888 5.0289 0.0167
C -4.6116 3.7762 -0.0042
C -0.7044 3.9267 -1.9362
H -4.2222 5.9477 -0.2272
H -3.3726 5.1283 1.0551
H -3.9772 2.9005 0.1325
H -5.0964 3.7248 -0.9790
H -5.2201 3.8482 0.8973
H 0.3169 4.0479 -1.5751
H -0.8943 4.7062 -2.6741
H -0.8128 2.9176 -2.3338
O 1.6463 -3.8363 -1.1599
C 2.8606 -3.7092 -1.0516
O 3.8102 -4.0543 -1.8940
C 3.3836 -4.7532 -3.1132
C 2.7276 -3.7893 -4.0640
C 3.5199 -3.1684 0.2247
H 2.6676 -5.5281 -2.8394
H 4.2247 -5.2999 -3.5396
H 3.5118 -3.1649 -4.4921
H 1.9092 -3.2131 -3.6324
H 2.3588 -4.3900 -4.8954
H 4.5067 -3.6056 0.3766
H 2.9151 -3.2795 1.1247
H 3.7302 -2.1168 0.0297
O -6.2738 -1.2208 0.0750
C -6.4834 -0.0774 -0.3562
O -5.8554 0.5483 -1.3056
C -4.7393 0.0135 -1.9043
C -4.1393 1.1249 -2.7409
C -7.4289 0.8446 0.3625
H -4.9766 -0.8382 -2.5418
H -4.0278 -0.3153 -1.1468
H -4.0220 2.0498 -2.1761
H -4.7497 1.5015 -3.5617
H -3.1219 0.8253 -2.9922
H -7.1453 0.9306 1.4115
H -8.4611 0.4952 0.3404
H -7.2575 1.8297 -0.0713
O -1.8416 -7.2693 3.1879
C -2.3791 -7.0205 2.1092
O -2.1516 -5.9975 1.1976
C -1.3960 -4.9020 1.5898
C -1.2141 -3.8442 0.5193
C -3.3030 -7.9640 1.4024
H -0.4104 -5.1801 1.9632
H -1.8015 -4.4019 2.4693
H -0.7955 -4.2590 -0.3976
H -0.5008 -3.1278 0.9268
H -2.1106 -3.3061 0.2113
H -2.7646 -8.5968 0.6968
H -4.0553 -7.3581 0.8973
H -3.8493 -8.6126 2.0871
C 5.7752 -0.8922 2.2962
S 4.7626 0.4533 1.4306
O 3.3179 -0.0807 1.4318
C 4.8842 1.8133 2.7190
H 5.3524 -1.1236 3.2738
H 6.7627 -0.4527 2.4368
H 5.7553 -1.7976 1.6897
H 5.9488 2.0203 2.8281
H 4.4192 1.4914 3.6509
H 4.3745 2.6732 2.2847
C -0.0613 -0.9076 -2.2625
S -0.9450 0.3457 -1.1649
O -1.9028 -0.5335 -0.3420
C 0.4274 0.7583 0.0191
H -0.7371 -1.3443 -2.9979
H 0.3810 -1.6718 -1.6234
H 0.7477 -0.4879 -2.8603
H 0.6353 -0.2349 0.4171
H 0.0638 1.5044 0.7258
H 1.3911 0.9242 -0.4624
C -1.7029 -4.7457 -2.8983
S -2.3577 -4.9236 -4.6225
O -2.0688 -6.3613 -4.9327
C -4.1335 -4.7465 -4.1133
H -2.0322 -3.8272 -2.4125
H -0.6134 -4.7779 -2.8823
H -1.9217 -5.5755 -2.2263
H -4.8556 -5.1137 -4.8425
H -4.4537 -3.7345 -3.8655
H -4.1062 -5.4109 -3.2497
```

Calculated values
Highest occupied orbital energy = -8.6 eV
Largest force on an atom = 6.641 eV/Å
Frontier orbital gap = 8.78 eV
Energy above the lowest of the compared OMol25 structures with the same formula, charge and spin = 1.829 eV
DFT total energy = -4736.50611 Eh

[2]
Density functional theory data (wB97M-V/def2-TZVPD) for a cluster of 10 separate species, C46H99ClN6O10PS10 in total at a distorted geometry.

XYZ file:
```
173
Properties=species:S:1:pos:R:3
C 1.4585 -3.5377 4.4323
C 2.5583 -3.0257 3.6663
C 2.9426 -3.3697 2.1653
C 2.3906 -2.4699 0.9914
P 2.9958 -3.4092 -0.6019
S 4.9139 -3.4982 -0.8040
C 0.8038 -2.7190 0.9277
N 0.0739 -1.5644 0.3434
C 0.1554 -0.3084 1.2168
C -0.6575 0.7536 0.2579
C -1.4514 1.9184 0.9875
C -3.0447 1.9718 0.5976
C -4.0124 2.0213 1.8773
N -4.0895 3.3660 2.5442
C -4.1151 3.2801 4.0147
N -3.4353 4.1940 4.7191
N -4.8588 2.2732 4.7978
C -0.6536 -0.6132 2.5599
C -2.2011 -0.9967 2.3809
C -2.3501 -2.6200 2.3610
C -2.9938 -3.2809 1.1009
C -3.1845 -4.8185 0.8765
C -2.6646 -5.7658 2.0071
C -2.0418 -5.1241 3.2854
C -1.8592 -3.5644 3.4982
C 1.7142 0.1567 1.4522
C 2.0179 0.9520 2.7952
Cl 1.9984 0.1357 4.4043
C 1.1706 2.3504 2.9685
C 2.1315 3.4388 3.7270
C 2.8427 -0.8750 0.9011
C 4.2557 -0.8260 1.6313
C 5.2819 0.3486 1.3892
C 6.3690 0.1265 0.1778
N 5.4944 1.4561 2.0627
O 2.8478 -0.7899 -0.5591
C 3.4082 0.2814 -1.1963
N 3.9216 1.3105 -1.6010
H 0.7739 -2.7605 4.9376
H 1.1883 -4.6366 4.5826
H 3.2816 -2.3223 4.2390
H 4.0862 -3.5797 2.1602
H 2.4968 -4.4349 1.9810
H 2.5374 -4.7717 -0.3647
H 2.2654 -2.9800 -1.7727
H 0.4109 -3.0743 1.9610
H 0.5545 -3.6264 0.2385
H -0.9201 -1.8747 0.2050
H 0.3808 -1.3434 -0.6348
H -1.4464 0.1608 -0.3627
H 0.0294 1.2278 -0.5415
H -1.4116 1.9748 2.1227
H -1.0312 2.9297 0.5995
H -3.3663 1.1066 -0.0785
H -3.2460 2.9430 0.0014
H -3.8028 1.2333 2.6802
H -5.0832 1.7922 1.4844
H -3.3051 3.9337 2.1946
H -2.9843 4.8643 4.0711
H -4.9510 2.6286 5.7718
H -4.2370 1.4491 4.8753
H -0.6416 0.3167 3.2554
H -0.1806 -1.4414 3.2235
H -2.6950 -0.6253 1.4187
H -2.7841 -0.6620 3.3218
H -3.3466 -2.5927 0.2470
H -3.6879 -5.2163 -0.0881
H -2.7564 -6.9089 1.8639
H -1.6640 -5.8595 4.0921
H -1.3774 -3.1259 4.4364
H 1.7500 1.0466 0.6925
H 3.0905 1.3879 2.6737
H 0.9592 2.8064 1.9417
H 0.2598 2.2326 3.6475
H 3.1572 3.5041 3.2248
H 2.1577 3.2945 4.8604
H 1.6152 4.4606 3.5247
H 4.0422 -0.8753 2.7736
H 4.9254 -1.7582 1.4399
H 5.9450 -0.5606 -0.6513
H 7.2241 -0.4941 0.6638
H 6.7919 1.1126 -0.2125
H 6.2846 1.9980 1.6613
C -4.4513 2.9866 -4.3604
S -3.7916 4.0827 -3.0860
O -2.9408 3.2520 -2.1760
C -5.3660 4.3646 -2.2476
H -3.6249 2.6507 -4.9882
H -4.9297 2.1213 -3.8973
H -5.1719 3.5316 -4.9729
H -5.7872 3.4137 -1.9153
H -6.0568 4.8647 -2.9282
H -5.1869 5.0035 -1.3816
C 8.4990 5.6301 1.2290
S 8.7607 3.8461 1.2801
O 8.1789 3.3424 2.5637
C 10.5526 3.9266 1.4906
H 7.4310 5.8191 1.1380
H 8.8717 6.0886 2.1477
H 9.0139 6.0494 0.3642
H 10.7969 4.4903 2.3930
H 11.0012 4.4022 0.6169
H 10.9357 2.9096 1.5844
C 8.4301 5.1987 -3.5979
S 6.9265 5.6602 -2.7106
O 7.2954 5.8531 -1.2731
C 6.1232 4.0489 -2.8516
H 9.1058 6.0551 -3.6006
H 8.9141 4.3566 -3.0990
H 8.1796 4.9330 -4.6265
H 6.7505 3.2786 -2.3987
H 5.9474 3.8202 -3.9040
H 5.1677 4.0918 -2.3273
C -6.2754 -5.2426 -3.8685
S -4.5947 -5.4148 -3.2345
O -4.6939 -5.9326 -1.8330
C -4.2505 -3.6444 -3.1351
H -6.7084 -6.2384 -3.9741
H -6.8789 -4.6573 -3.1726
H -6.2496 -4.7551 -4.8444
H -4.9801 -3.1588 -2.4837
H -4.2900 -3.2088 -4.1347
H -3.2495 -3.5097 -2.7219
C -10.5126 -5.7895 -4.7666
S -9.3071 -5.2947 -6.0170
O -8.6264 -4.0586 -5.5203
C -10.5194 -4.7858 -7.2547
H -9.9727 -6.1129 -3.8755
H -11.1560 -4.9446 -4.5138
H -11.1125 -6.6187 -5.1462
H -11.1619 -4.0029 -6.8473
H -11.1190 -5.6472 -7.5534
H -9.9848 -4.3996 -8.1235
C 3.6065 -2.2301 -5.5200
S 2.9485 -3.8646 -5.1225
O 2.3195 -3.7754 -3.7644
C 4.5514 -4.6691 -4.9236
H 2.7690 -1.5431 -5.6500
H 4.2435 -1.8753 -4.7068
H 4.1775 -2.2834 -6.4487
H 5.1289 -4.1631 -4.1469
H 5.0915 -4.6436 -5.8713
H 4.3830 -5.7064 -4.6318
C -9.3129 4.8515 5.5069
S -8.5112 5.3272 3.9598
O -9.5796 5.7975 3.0271
C -8.0567 3.6516 3.4624
H -9.7128 5.7499 5.9786
H -10.1286 4.1542 5.3054
H -8.5795 4.3904 6.1713
H -8.9507 3.0292 3.3874
H -7.3643 3.2288 4.1925
H -7.5677 3.7006 2.4885
C 4.2503 8.5379 2.1432
S 3.5880 6.9066 2.5456
O 2.9609 6.9984 3.8993
C 5.1901 6.0982 2.7435
H 3.4148 9.2269 2.0125
H 4.8885 8.8919 2.9551
H 4.8206 8.4811 1.2138
H 5.7698 6.6038 3.5182
H 5.7282 6.1212 1.7953
H 5.0208 5.0613 3.0374
C 0.7388 -6.3539 -2.7361
S 1.9014 -7.1949 -3.8327
O 1.7541 -6.5896 -5.1925
C 1.0321 -8.7775 -3.8470
H 1.0670 -5.3211 -2.6145
H -0.2622 -6.3677 -3.1723
H 0.7319 -6.8493 -1.7626
H 0.0134 -8.6399 -4.2144
H 1.0154 -9.1934 -2.8381
H 1.5667 -9.4594 -4.5095
```

Calculated values
Highest occupied orbital energy = -9.9 eV
Largest force on an atom = 6.727 eV/Å
Frontier orbital gap = 7.52 eV
Charge = +1
DFT total energy = -7675.51406 Eh

highest occupied orbital energy of number 1 (C46H98O23S3)?
-8.6 eV

Number 2 is which compound?
C46H99ClN6O10PS10